# 1
The following is a DFT calculation (the ωB97M-V functional and the def2-TZVPD basis) of 6 unconnected molecules or ions with the total composition C15H27N3O3 at a distorted geometry.

```
48
Properties=species:S:1:pos:R:3:forces:R:3:nbo_charge:R:1
C 0.748499 -4.620644 -0.675568 0.8325 2.0188 0.4947 -0.32
C -0.637251 -4.479144 -0.426578 -0.7373 -2.4137 0.8247 -0.30
C -0.963871 -5.540754 0.463692 1.7707 1.5501 0.1945 -0.10
N 0.262859 -6.051544 0.848692 -1.4518 -1.3949 1.3112 -0.49
C 1.303739 -5.514964 0.220362 -0.1865 0.2560 -0.9928 -0.07
H 1.310259 -3.839834 -1.166628 0.1443 -0.3381 -0.4907 0.21
H -1.332781 -3.766584 -0.844778 0.1344 -0.1668 -0.1562 0.22
H -1.779281 -5.851274 1.100162 -0.3901 0.3002 -0.5545 0.21
H 0.364859 -6.688564 1.625802 -0.1230 -0.0635 -0.3042 0.41
H 2.294529 -5.871714 0.460132 0.0162 0.3127 -0.3323 0.22
C -6.229901 1.607296 1.792882 -0.4328 -0.7719 0.8993 -0.30
C -5.949931 0.216756 1.948082 0.1793 -0.1816 -1.0944 -0.31
C -5.518611 -0.260664 0.674542 -0.0050 0.3374 3.1265 -0.08
N -5.496261 0.821746 -0.118958 -0.6084 0.9819 -1.9977 -0.50
C -6.026891 1.915586 0.503412 0.5904 0.8351 -0.5254 -0.09
H -6.558261 2.337506 2.517712 -0.1105 -0.3353 0.1582 0.22
H -6.135461 -0.294754 2.881002 0.3746 -0.3823 -0.2513 0.22
H -5.009031 -1.172684 0.400762 -0.4025 -0.0414 -0.0516 0.21
H -5.382281 0.797356 -1.122198 0.1639 -0.1442 0.2372 0.41
H -6.194661 2.891056 0.071322 0.2686 -0.3008 -0.5035 0.21
C 3.373589 4.868256 2.409822 -0.6591 -1.0069 1.6130 -0.32
C 4.080629 4.497246 3.603682 1.6048 -1.0243 -0.5555 -0.29
C 3.768489 3.178726 3.939912 -0.9190 2.1990 0.2584 -0.10
N 2.664689 2.879126 3.183892 0.9059 -0.8957 0.9450 -0.50
C 2.429499 3.858456 2.280812 -0.7170 0.2034 -0.7562 -0.06
H 3.530439 5.765356 1.829302 -0.3295 -0.1413 0.0638 0.23
H 4.885779 5.042446 4.073662 0.0480 0.0752 -0.1670 0.21
H 4.051909 2.567546 4.784032 0.0622 0.0743 -0.1572 0.21
H 2.098299 2.103166 3.495632 -0.2779 0.2117 -0.8818 0.42
H 1.533739 3.734446 1.690352 0.2890 0.2830 -0.4075 0.21
C 3.855059 2.795776 -2.003118 -0.6011 -0.4326 -0.9295 -0.26
O 2.856769 2.566436 -3.079228 1.4202 0.6419 1.1794 -0.73
H 4.885529 2.549846 -2.259528 -0.0420 -0.4485 -0.6150 0.16
H 3.933659 3.862426 -1.792918 -0.7466 -0.0980 0.1403 0.19
H 3.600309 2.180856 -1.139938 -0.1444 0.4113 0.2114 0.18
H 2.750109 1.617186 -3.174867 0.0858 -0.0877 0.0286 0.47
C 0.154739 -1.490974 -5.224498 1.9659 0.2607 -0.2509 -0.26
O 1.613439 -1.526704 -5.469168 -1.1331 0.4423 0.2843 -0.74
H -0.268441 -2.175484 -5.959648 -0.6503 0.0671 0.5296 0.18
H -0.017661 -1.676294 -4.164287 -0.2961 -0.6812 -0.1473 0.17
H -0.190281 -0.467094 -5.368478 0.1522 -0.0681 -0.4490 0.18
H 1.844419 -2.433494 -5.683578 -0.0339 -0.0132 0.0618 0.46
C -0.380071 0.080336 0.488942 -0.8104 -1.4444 -0.6828 -0.24
O 0.978059 -0.247304 0.534292 1.3682 1.1294 0.2807 -0.74
H -0.564321 1.146256 0.354872 0.5306 -0.0135 0.3590 0.19
H -0.818881 -0.401764 -0.384628 -0.2980 0.0341 -0.2762 0.15
H -0.934981 -0.331534 1.331872 -0.0246 0.3491 0.3451 0.16
H 1.215199 -1.177444 0.548932 -0.7770 -0.0851 -0.0161 0.48
```
Forces are in eV/Å.

Summary:
**LUMO energy**: 0.015 Eh
**Max |F|**: 3.14 eV/A
**E_HOMO**: -8.061 eV
**Relative energy (zero: lowest compared OMol25 entry of this formula, charge and spin)**: 164.1 kcal per mole
**DFT total energy**: -26601.5936 eV
**HOMO-LUMO gap**: 8.5 eV

# 2
The following is a DFT calculation (the ωB97M-V functional and the def2-TZVPD basis) of 6 unconnected molecules or ions with the total composition C27H39ClN2O10 at a distorted geometry.

```
79
Properties=species:S:1:pos:R:3:forces:R:3:mulliken_charge:R:1
C 1.400268 2.408470 -7.200723 0.6571 -0.8976 -0.6721 -1.23
C 2.805799 2.423573 -6.571583 -0.5299 1.2548 0.8059 0.08
Cl 3.510893 4.088219 -6.909758 -0.0207 -0.4282 0.0074 -0.21
C 2.803106 2.312838 -5.011193 -0.6733 -0.5635 -1.3912 -0.97
C 2.563214 0.834082 -4.611909 -0.2202 -0.8575 -0.0210 0.55
C 1.106726 0.438127 -4.718561 3.5641 1.5796 0.1251 -0.17
N -0.021500 0.471845 -4.730914 -2.7364 -0.5335 -0.0724 -0.44
C 3.039513 0.422186 -3.170294 -0.9294 0.0741 0.5088 -0.72
C 3.669852 1.520764 -2.386602 -1.0081 -2.9314 -2.2413 0.34
N 4.379808 2.283004 -1.955530 1.2871 1.9848 1.3734 -0.44
H 0.629348 2.881117 -6.581344 0.3701 0.0003 -0.1297 0.28
H 1.110522 1.358817 -7.396846 -0.0613 0.4292 0.2200 0.30
H 1.473345 2.890285 -8.187430 -0.2475 -0.0841 0.4002 0.43
H 3.514467 1.719699 -7.024804 -0.3252 0.1528 0.0636 0.38
H 1.947567 2.903751 -4.651946 0.6228 0.1437 0.1366 0.33
H 3.773544 2.708309 -4.688630 -0.4087 -0.3549 0.4056 0.50
H 3.083643 0.198001 -5.349184 0.0463 0.2065 0.4181 0.40
H 2.163623 0.082279 -2.591549 0.3267 0.1058 -0.1893 0.20
H 3.681037 -0.465769 -3.256198 0.1776 0.5804 0.3066 0.34
O -3.475111 -0.821849 1.133237 0.0901 0.3738 -0.0271 -0.60
C -3.140159 -0.791961 -0.016836 -0.2613 -0.1578 0.0819 0.49
C -3.359518 -1.880846 -1.044097 0.4965 -0.0198 -0.2780 -0.34
C -2.396584 -1.474830 -2.150997 0.0219 -0.2825 -0.1956 -0.38
C -2.344781 0.032434 -1.992097 0.1719 0.0524 -0.3097 -0.32
O -2.524870 0.269996 -0.585368 -0.0956 -0.1235 0.1562 -0.35
H -4.400337 -1.852433 -1.372306 -0.0222 -0.0499 0.1044 0.32
H -3.118024 -2.858038 -0.631825 -0.2753 0.0332 0.1710 0.23
H -2.705559 -1.791587 -3.146196 -0.0100 0.1017 0.0046 0.37
H -1.411035 -1.901623 -1.952744 -0.0176 0.0576 0.0071 0.11
H -3.147746 0.536694 -2.535771 0.0016 0.0022 0.0387 0.25
H -1.390559 0.445270 -2.310709 -0.0573 0.1322 0.1530 0.16
O 9.137008 6.820235 -2.313802 -0.2734 0.0661 -0.0402 -0.57
C 8.585740 5.778215 -2.109713 0.3584 0.1874 0.1752 0.47
C 9.227876 4.406649 -2.104452 -0.3875 -0.3495 -0.2593 -0.37
C 8.019832 3.483327 -2.191487 0.1561 -0.2373 -0.0219 -0.46
C 6.939202 4.304304 -1.512081 -0.1859 -0.1380 0.0029 -0.23
O 7.268497 5.675096 -1.805127 0.2116 0.0198 -0.0934 -0.36
H 9.774721 4.277222 -1.168949 0.0789 0.0731 -0.0514 0.25
H 9.895539 4.287703 -2.954086 0.1914 0.1871 0.1643 0.28
H 8.173559 2.509104 -1.729210 -0.0660 0.0421 0.0382 0.33
H 7.757254 3.320420 -3.239400 -0.0265 0.0008 0.0411 0.23
H 6.936788 4.171731 -0.427181 0.0212 0.0245 -0.0164 0.21
H 5.950653 4.077663 -1.895286 -0.0203 0.2197 0.0780 0.24
O -3.083753 -4.976922 2.417270 0.2511 -0.3339 0.3705 -0.61
C -3.284197 -4.319703 3.402668 -0.4032 0.2994 -0.5017 0.57
C -3.646160 -2.853199 3.427474 0.4728 0.0255 0.6707 0.00
C -3.387463 -2.479351 4.882087 -0.2202 0.2248 -0.1226 0.45
C -3.644992 -3.791024 5.597607 0.0032 0.2092 0.2312 -0.53
O -3.252446 -4.816208 4.664420 0.1407 -0.1655 -0.2103 -0.41
H -4.698643 -2.744314 3.159950 0.0609 0.0245 -0.1708 0.28
H -3.021023 -2.285860 2.747175 -0.2715 -0.0838 -0.2482 -0.02
H -4.005518 -1.658426 5.245235 0.3109 -0.3561 -0.0458 -0.39
H -2.341098 -2.189368 5.006742 -0.0416 0.0236 0.0354 0.08
H -4.700958 -3.932051 5.842557 0.0154 -0.0297 -0.0404 0.28
H -3.057286 -3.888105 6.508875 -0.0043 -0.2302 -0.0672 0.34
O -4.626595 -0.130713 6.414483 -0.0730 0.1586 -0.0916 -0.66
C -5.417226 0.344113 5.647773 0.0571 0.2881 0.4448 0.63
C -6.857315 0.705117 5.939301 -0.2749 -0.1677 -0.4632 -0.49
C -7.435816 0.867510 4.539436 -0.2598 0.0248 0.0764 -0.51
C -6.221977 1.311389 3.742179 -0.1912 0.1077 -0.2776 -0.40
O -5.103194 0.669060 4.373675 0.0039 -0.1444 0.1695 -0.32
H -6.879475 1.639198 6.503145 0.0375 -0.0709 0.0919 0.28
H -7.351973 -0.086317 6.496854 0.1604 0.1123 0.2395 0.28
H -8.267753 1.568042 4.482609 0.0665 0.0256 -0.0384 0.33
H -7.785908 -0.099971 4.173007 0.0145 0.0415 -0.0191 0.27
H -6.069300 2.392392 3.783097 0.0273 -0.0253 0.0343 0.28
H -6.274381 1.003365 2.699871 0.2443 -0.0386 0.0408 0.29
O 0.773413 -2.200190 -0.125837 -0.1931 0.2068 0.1295 -0.65
C 0.765736 -2.724447 0.953406 0.2810 -0.0389 -0.2172 0.58
C 1.216159 -4.135515 1.273477 -0.3689 -0.0843 0.3583 -0.49
C 0.614678 -4.355939 2.653696 -0.0304 -0.4232 0.0118 -0.27
C 0.581392 -2.952314 3.220503 -0.0064 -0.0700 0.2805 -0.10
O 0.372954 -2.092086 2.085902 0.0131 -0.0859 -0.2512 -0.35
H 2.307361 -4.163390 1.292490 -0.0086 0.0221 -0.1292 0.28
H 0.831381 -4.841789 0.542126 0.1947 0.1168 -0.1686 0.30
H 1.174862 -5.055548 3.272709 0.0000 0.0767 0.0311 0.40
H -0.403737 -4.737109 2.550686 0.0300 0.0076 0.0288 0.01
H 1.522909 -2.673320 3.700311 -0.0146 0.0440 -0.0440 0.30
H -0.229818 -2.819498 3.934523 -0.0152 0.2318 -0.1161 -0.02
```
Forces are in eV/Å.

Summary:
**LUMO energy**: 0.010 Eh
**Max |F|**: 3.90 eV/A
**E_HOMO**: -9.863 eV
**DFT total energy**: -64609.5122 eV
**HOMO-LUMO gap**: 10.1 eV